{
  "formula": "C4H8N2",
  "method": "ωB97M-V/def2-TZVPD",
  "symbols": ["N", "N", "C", "C", "C", "C", "H", "H", "H", "H", "H", "H", "H", "H"],
  "xyz": [[0.36970, 0.17593, 0.08770], [-1.98489, -0.45679, -2.21522], [-0.72386, 0.91134, -0.44918], [0.63902, 0.33734, 1.50110], [0.76529, -1.08298, -0.52943], [-1.44314, 0.30702, -1.52628], [-0.62491, 1.98081, -0.27648], [-0.10293, -1.67943, -0.83142], [-1.96080, 0.76734, -0.16278], [1.37518, -0.90194, -1.42328], [1.70295, 0.16651, 1.71482], [0.04508, -0.35419, 2.11631], [0.39712, 1.36169, 1.80514], [1.36544, -1.66400, 0.17922]],
  "forces_ev_per_a": [[-0.1498, 0.1109, -0.0549], [0.1550, 0.7070, 0.1213], [-2.3659, -0.2549, 1.0086], [-0.1226, -0.0019, 0.0476], [-0.0983, -0.0187, -0.0629], [0.9854, -0.8454, -2.3291], [-0.0366, 0.0430, -0.9103], [0.1611, -0.0819, 0.0959], [1.9520, 0.2669, 2.1781], [-0.1102, -0.0533, 0.1274], [-0.2680, 0.0237, -0.1325], [0.0285, 0.0844, 0.0661], [0.0339, -0.1549, -0.0372], [-0.1645, 0.1751, -0.1180]],
  "mol_weight_g_mol": 84.12,
  "max_force_ha_per_bohr": 0.0571,
  "e_homo_ev": -8.5387,
  "charge": 0,
  "smiles": "CN(C)CC#N",
  "e_above_lowest_kj_mol": 268.7
}

---

{
  "formula": "C4H8N2",
  "method": "ωB97M-V/def2-TZVPD",
  "symbols": ["N", "N", "C", "C", "C", "C", "H", "H", "H", "H", "H", "H", "H", "H"],
  "xyz": [[0.87752, 0.40527, -0.16415], [-0.50907, 0.48530, 0.10875], [-0.72377, 1.61180, 1.00214], [-1.02229, -0.75245, 0.67690], [1.28924, -0.35901, -1.03511], [1.83499, -1.09885, -1.96778], [2.19433, -2.10046, -1.76321], [1.92885, -0.70819, -2.97560], [-1.80056, 1.78855, 1.08079], [-2.10620, -0.65843, 0.78885], [-0.81483, -1.58577, 0.00183], [-0.31039, 1.44340, 2.00976], [-0.58252, -0.96955, 1.66571], [-0.25530, 2.49838, 0.57111]],
  "forces_ev_per_a": [[0.3453, -0.3634, -0.4739], [-0.1292, 0.0727, 0.0258], [-0.0570, 0.1582, 0.0616], [-0.0492, -0.1710, -0.0007], [-0.0798, 0.1798, 0.2400], [-0.0620, 0.0575, 0.0827], [-0.0329, 0.1335, 0.0609], [-0.0596, -0.0383, 0.1282], [0.1499, -0.0407, 0.0137], [0.1558, -0.0089, -0.0220], [-0.0562, 0.1133, 0.0713], [-0.0233, -0.0075, -0.1211], [-0.0223, 0.0288, -0.1432], [-0.0793, -0.1140, 0.0768]],
  "mol_weight_g_mol": 84.12,
  "max_force_ha_per_bohr": 0.0134,
  "e_homo_ev": -8.4868,
  "charge": 0,
  "smiles": "C=C=NN(C)C",
  "e_above_lowest_kj_mol": 253.4
}

---

{
  "formula": "C4H8N2",
  "method": "ωB97M-V/def2-TZVPD",
  "symbols": ["N", "N", "C", "C", "C", "C", "H", "H", "H", "H", "H", "H", "H", "H"],
  "xyz": [[-1.43319, 0.37557, -0.07916], [-0.89974, -0.89586, -0.15467], [0.96749, 1.06081, 0.12948], [-0.59948, 1.26079, -0.01630], [0.34759, -1.16292, 0.47228], [1.21782, -0.49189, -0.46774], [0.58666, -0.75912, 1.59721], [0.53958, -2.36920, 0.45577], [-0.97545, 2.21753, 0.36670], [1.40012, 1.18559, 1.20339], [2.20527, -0.51954, -0.33375], [1.04878, -0.36589, -1.65431], [-1.93078, -1.53459, -0.29641], [1.85579, 1.78646, -0.40802]],
  "forces_ev_per_a": [[-1.3440, -3.1932, -0.5755], [-7.4811, -2.4791, -0.7906], [2.4239, 0.1845, -1.5472], [4.5849, 5.0339, 2.5339], [0.3426, -4.7485, 1.2404], [-0.7915, 5.9193, -1.7609], [-1.1679, -1.1004, -2.4953], [-0.7321, 2.7857, 0.2556], [0.0126, 0.1258, -0.9357], [-1.3198, -0.5969, -1.5589], [4.0852, -1.0911, 0.5819], [-0.2689, -1.0358, 2.9445], [4.9445, 1.6260, 1.3956], [-3.2884, -1.4301, 0.7123]],
  "mol_weight_g_mol": 84.12,
  "max_force_ha_per_bohr": 0.1540,
  "e_homo_ev": -8.1810,
  "charge": 0,
  "smiles": "C1=NNCCC1",
  "e_above_lowest_kj_mol": 492.7
}

---

{
  "formula": "C4H8N2",
  "method": "ωB97M-V/def2-TZVPD",
  "symbols": ["N", "N", "C", "C", "C", "C", "H", "H", "H", "H", "H", "H", "H", "H"],
  "xyz": [[-0.87111, -0.85522, -0.68373], [-1.80047, -1.08069, 0.23894], [-0.59492, 1.63018, -0.01330], [2.36899, -1.15676, 0.29539], [1.82811, 0.02884, 0.13229], [-0.23300, 0.28733, -0.69449], [3.45713, -0.97021, 0.24920], [2.06231, -2.16961, 0.31016], [-0.29702, 1.67936, 1.13137], [-1.61104, 2.00949, -0.04052], [-2.39484, -1.95366, 0.32852], [0.07792, 2.43910, -0.52086], [-2.15673, -0.44261, 0.92269], [0.16467, 0.55444, -1.65565]],
  "forces_ev_per_a": [[-1.7818, -2.6558, 0.2174], [-1.3190, -1.4472, 0.8269], [2.1896, 1.1447, 1.9584], [2.1705, 2.5140, -0.5557], [-3.3731, -1.0544, -0.9013], [2.4635, 3.5251, 1.2485], [0.0982, -0.8669, 0.4046], [-0.9361, -0.7204, 0.1313], [-0.5645, -0.2961, -2.2963], [-0.4098, -0.3921, -0.4468], [1.8500, 1.1822, -1.2093], [-1.2339, -1.4946, 0.9756], [0.5125, 1.1670, 0.1062], [0.3340, -0.6055, -0.4595]],
  "mol_weight_g_mol": 84.12,
  "max_force_ha_per_bohr": 0.0871,
  "e_homo_ev": [-6.4262, -9.1971],
  "charge": 0,
  "spin_multiplicity": 3,
  "e_above_lowest_kj_mol": 326.8
}

---

{
  "formula": "C4H8N2",
  "method": "ωB97M-V/def2-TZVPD",
  "symbols": ["N", "N", "C", "C", "C", "C", "H", "H", "H", "H", "H", "H", "H", "H"],
  "xyz": [[-0.94906, 1.65624, 0.34454], [-2.48739, -1.26264, -0.21755], [1.26858, -1.17892, 0.40047], [-0.60785, 0.51037, -0.49695], [0.92415, 0.14279, -0.33424], [-1.62790, -0.52247, -0.40045], [1.42027, 0.18598, -1.25885], [2.25453, -1.39652, 0.16289], [0.50217, -1.92232, 0.02194], [1.27711, 1.02905, 0.11530], [-0.45042, 1.33713, 1.24673], [-0.63957, 0.94082, -1.59631], [-2.04939, 1.55343, 0.50734], [1.16478, -1.07294, 1.50514]],
  "forces_ev_per_a": [[-1.8512, -1.8672, 3.1429], [-6.5640, -6.1348, 1.1511], [-3.2570, 1.1377, 0.3659], [0.5335, -1.6635, -4.5443], [-1.5382, -0.4862, 1.2287], [7.4330, 7.3428, -0.8147], [0.2214, -0.3726, -1.5875], [1.7257, -0.9243, -0.3873], [1.2657, 0.4211, 0.5253], [0.9846, 0.8573, 1.1176], [-0.9123, 1.6417, -0.6547], [-0.3197, -0.6694, 1.5549], [2.2648, 0.8945, -0.3179], [0.0137, -0.1772, -0.7799]],
  "mol_weight_g_mol": 84.12,
  "max_force_ha_per_bohr": 0.2038,
  "e_homo_ev": [-3.8941, -10.6397],
  "charge": 0,
  "spin_multiplicity": 3,
  "e_above_lowest_kj_mol": 324.1
}

---

{
  "formula": "C4H8N2",
  "method": "ωB97M-V/def2-TZVPD",
  "symbols": ["N", "N", "C", "C", "C", "C", "H", "H", "H", "H", "H", "H", "H", "H"],
  "xyz": [[0.26051, 2.29390, 0.21466], [0.97720, -0.67998, 1.26985], [0.01861, -0.21938, 0.42934], [0.19653, -1.56433, 0.51480], [0.11692, -2.93352, 0.36256], [-0.57103, 1.16319, -0.22493], [1.24733, 1.93962, 0.32842], [-1.65718, 1.31006, -0.26923], [-0.25438, 1.13443, -1.29849], [1.04187, -3.47497, -0.00616], [0.33844, -3.20043, 1.39479], [0.29750, 3.06223, -0.45183], [-0.13295, 2.74379, 1.05393], [-0.82037, -3.37339, -0.02891]],
  "forces_ev_per_a": [[0.4409, 0.2381, 1.4563], [-2.3104, 0.2200, -2.3562], [-0.4067, 1.7922, 0.0172], [1.5283, 2.4549, 0.4008], [0.0827, -2.6329, 0.1034], [1.8706, -2.4181, -1.5949], [-0.8908, 0.8905, 0.3837], [0.2699, -0.1304, 0.8196], [-0.5510, -0.9197, 0.5440], [-0.6769, 0.9780, -0.3593], [-0.5841, -0.7500, 0.7525], [-0.0553, 0.0980, -0.6462], [0.6500, -0.2300, 0.3745], [0.6329, 0.4094, 0.1047]],
  "mol_weight_g_mol": 84.12,
  "max_force_ha_per_bohr": 0.0671,
  "e_homo_ev": -21.5882,
  "charge": 2,
  "smiles": "CC1=[N+]=C1C[NH3+]",
  "e_above_lowest_kj_mol": 152.6
}

---

{
  "formula": "C4H8N2O",
  "method": "ωB97M-V/def2-TZVPD",
  "symbols": ["O", "N", "N", "C", "C", "C", "C", "H", "H", "H", "H", "H", "H", "H", "H"],
  "xyz": [[0.21658, -1.62366, 0.48714], [0.33311, 0.37767, -0.11335], [2.32042, -0.89114, -0.42577], [1.11383, -0.80535, -0.08226], [-0.80622, -0.21885, 0.42211], [-1.92307, -0.66357, -0.46851], [0.83974, 1.69069, 0.21173], [1.79680, 1.79399, -0.29570], [-2.52215, -1.41921, 0.03646], [-2.55959, 0.20050, -0.67905], [-1.53317, -1.08026, -1.39296], [1.00444, 1.80965, 1.28856], [0.14531, 2.45407, -0.13941], [2.70981, -1.80867, -0.23676], [-1.13587, 0.18414, 1.38775]],
  "forces_ev_per_a": [[-1.8033, 1.4479, 0.2363], [0.9755, -0.0190, -1.1633], [-0.1820, -0.3237, -0.0203], [0.1747, 1.7122, 0.3643], [0.7196, -2.5905, 0.3443], [-0.0113, 0.2395, 0.1268], [-0.0573, -0.2279, 0.0397], [-0.0533, 0.0833, -0.0119], [-0.0407, 0.0278, 0.0601], [-0.0303, -0.0450, -0.0913], [0.0369, 0.1000, -0.0533], [-0.0169, 0.0434, 0.0388], [0.1132, 0.0409, -0.0109], [-0.0332, -0.0556, 0.0153], [0.2085, -0.4332, 0.1255]],
  "mol_weight_g_mol": 100.12,
  "max_force_ha_per_bohr": 0.0527,
  "e_homo_ev": -8.9837,
  "charge": 0,
  "smiles": "[H]/N=C1\\O[C@H](C)N1C",
  "e_above_lowest_kj_mol": 237.4
}

---

{
  "formula": "C4H8N2O",
  "method": "ωB97M-V/def2-TZVPD",
  "symbols": ["O", "N", "N", "C", "C", "C", "C", "H", "H", "H", "H", "H", "H", "H", "H"],
  "xyz": [[1.52395, 0.22441, -2.64887], [-0.48718, 0.92125, -1.85828], [0.66107, 0.38530, -1.80008], [-0.24339, 0.79687, 0.80645], [-1.15553, 1.08445, -0.67218], [0.51204, -1.70691, 0.83063], [0.67976, -0.26673, 0.60394], [-2.15463, 0.48614, -0.56783], [0.23123, 1.73869, 1.10468], [1.06647, -2.10655, 1.78539], [-0.51687, -1.72544, 1.18495], [0.75450, -2.41191, 0.07451], [1.69510, 0.05929, 0.20108], [-1.05638, 0.48127, 1.46983], [-1.51014, 2.03985, -0.51424]],
  "forces_ev_per_a": [[-1.3956, 0.1843, 0.5074], [2.0832, -0.4849, -1.1025], [-0.2762, -0.1147, 0.7119], [-1.3906, -0.4523, -0.8678], [-1.6498, -2.6401, 2.4849], [-0.7020, 0.1072, 3.4015], [3.9590, 1.1543, -2.7981], [1.9185, 0.3379, -0.4412], [-0.2557, -0.2142, -0.2928], [-0.4792, 1.0690, -1.6080], [-0.4457, -1.0748, -0.3884], [0.0254, -0.2299, -0.9753], [-1.2173, -0.4582, 1.2101], [0.1259, 0.3758, 0.1195], [-0.2998, 2.4407, 0.0387]],
  "mol_weight_g_mol": 100.12,
  "max_force_ha_per_bohr": 0.0969,
  "e_homo_ev": [-8.5528, -7.8459],
  "charge": 0,
  "e_above_lowest_kj_mol": 635.1
}

---

{
  "formula": "C4H8N2O",
  "method": "ωB97M-V/def2-TZVPD",
  "symbols": ["O", "N", "N", "C", "C", "C", "C", "H", "H", "H", "H", "H", "H", "H", "H"],
  "xyz": [[0.45717, -1.83421, 0.85403], [1.53650, -0.80641, -0.82286], [-0.87395, 1.04790, 0.72648], [0.53561, 0.69538, 0.82372], [0.52694, -0.66983, 0.11739], [-1.27861, 1.07301, -0.67987], [-1.31116, -0.19198, 0.05034], [-2.17317, 1.66199, -0.85883], [0.84219, 0.56933, 1.86666], [2.05168, -0.01410, -1.17398], [1.18766, 1.43602, 0.34450], [-0.52446, 1.13037, -1.46278], [1.84706, -1.72124, -1.12119], [-2.32168, -0.53304, 0.37864], [-0.50177, -1.84318, 0.95776]],
  "forces_ev_per_a": [[-0.2404, -0.0007, 0.3035], [-0.5105, 0.0087, -0.2348], [0.0792, 0.2585, 0.1350], [0.2605, 0.1365, 0.1323], [-0.7844, 0.4629, -0.2900], [0.1268, 0.3618, -0.3297], [0.4521, 0.0526, -0.3427], [0.0636, -0.1753, -0.0069], [-0.0156, 0.0171, -0.0907], [-0.3039, -0.1174, 0.1688], [0.0146, -0.0679, 0.0853], [0.0554, 0.2917, 0.0707], [-0.3605, 0.1959, 0.1052], [0.9860, -0.5906, -0.3465], [0.1771, -0.8340, 0.6405]],
  "mol_weight_g_mol": 100.12,
  "max_force_ha_per_bohr": 0.0233,
  "e_homo_ev": -8.8156,
  "charge": 0,
  "e_above_lowest_kj_mol": 431.6
}

---

{
  "formula": "C4H8N2O",
  "method": "ωB97M-V/def2-TZVPD",
  "symbols": ["O", "N", "N", "C", "C", "C", "C", "H", "H", "H", "H", "H", "H", "H", "H"],
  "xyz": [[1.98684, -0.93818, -1.49822], [1.61264, -2.09005, -0.76183], [-0.47800, 1.54780, -0.64479], [0.89642, -0.20660, -1.49560], [-0.83930, 0.27984, 1.94460], [0.08789, 0.28174, -0.39754], [-0.14557, -0.34787, 0.78125], [0.15363, -1.37826, 0.88020], [-0.58903, -0.25246, 2.86420], [-1.44891, 1.66084, -0.39894], [-1.92886, 0.22634, 1.83705], [-0.26276, 1.98671, -1.52501], [0.78063, 0.32275, -2.44425], [0.74537, -2.42397, -1.20033], [-0.57099, 1.33136, 2.05920]],
  "forces_ev_per_a": [[-0.5858, -1.6304, 0.9380], [1.2226, -0.1698, 0.1597], [-0.0197, 0.0993, 0.1254], [-0.8766, 1.7151, -0.7309], [0.0241, 0.0179, 0.0272], [0.1316, -0.3482, -0.4467], [0.0696, -0.1435, 0.0625], [0.0779, -0.0215, -0.0737], [-0.0245, 0.0818, -0.0558], [0.0252, -0.1013, 0.0257], [-0.0079, 0.0231, 0.0047], [0.0788, -0.1171, 0.0287], [-0.0111, 0.0844, 0.1498], [-0.0908, 0.4938, -0.1983], [-0.0136, 0.0163, -0.0162]],
  "mol_weight_g_mol": 100.12,
  "max_force_ha_per_bohr": 0.0401,
  "e_homo_ev": [-8.5257, -7.6292],
  "charge": 0,
  "e_above_lowest_kj_mol": 591.9
}

---

{
  "formula": "C4H8N2O",
  "method": "ωB97M-V/def2-TZVPD",
  "symbols": ["O", "N", "N", "C", "C", "C", "C", "H", "H", "H", "H", "H", "H", "H", "H"],
  "xyz": [[-1.81096, 1.15594, 0.85374], [1.96476, 0.58710, -2.11940], [0.39498, -0.40373, 0.78405], [-0.74052, 1.62583, 0.04355], [1.18943, 0.55419, -1.25030], [1.08959, -1.51501, 0.81842], [0.26632, 0.52841, -0.18834], [-0.32242, 2.47755, 0.59278], [1.79508, -1.72149, 0.02396], [-0.28712, -0.24807, 1.52768], [-0.41082, -2.02660, -0.91279], [-0.65649, -1.38250, -1.21648], [0.95928, -2.18208, 1.65720], [-2.33951, 0.55076, 0.31374], [-1.09159, 1.99969, -0.92782]],
  "forces_ev_per_a": [[-0.1690, -0.1624, -0.1315], [-0.7239, -0.0892, 0.7955], [-0.0210, -0.0039, -0.0750], [0.1742, 0.2047, -0.0985], [0.6184, 0.0327, -0.6677], [0.0977, 0.1425, 0.0643], [0.0818, -0.0305, 0.1041], [-0.0435, -0.0879, -0.0432], [-0.0882, 0.0584, 0.1174], [0.0869, -0.0877, -0.0685], [-0.1438, -0.0291, -0.1777], [-0.0399, -0.1780, -0.1108], [0.0411, 0.1588, -0.0377], [0.0523, 0.1130, 0.1384], [0.0770, -0.0415, 0.1907]],
  "mol_weight_g_mol": 100.12,
  "max_force_ha_per_bohr": 0.0210,
  "e_homo_ev": [-7.7177, -7.7174],
  "charge": 0,
  "e_above_lowest_kj_mol": 406.2
}

---

{
  "formula": "C4H8N2O",
  "method": "ωB97M-V/def2-TZVPD",
  "symbols": ["O", "N", "N", "C", "C", "C", "C", "H", "H", "H", "H", "H", "H", "H", "H"],
  "xyz": [[0.08780, 1.59108, 0.34168], [-0.53238, -0.69702, 0.11568], [1.97314, -1.66448, -0.26764], [-2.14792, 0.70617, -0.82508], [-0.05247, 0.45639, -0.39984], [-2.88417, 1.64653, -0.56614], [1.29624, -0.95632, 0.69395], [0.54384, 0.41500, -1.31137], [-0.73113, 2.12261, 0.16391], [-3.59309, 2.40821, -0.32996], [0.94963, -1.55853, 1.52707], [2.90210, -1.37590, -0.53767], [1.55590, -2.54249, -0.54372], [1.80963, -0.07515, 1.06854], [-1.17712, -0.47610, 0.87057]],
  "forces_ev_per_a": [[-0.4764, 0.4058, -0.4905], [4.9445, -0.1717, 0.1976], [-0.2418, 0.2558, -0.1425], [0.6542, 1.6036, -1.0664], [-3.5766, -0.3128, -0.0958], [-0.4359, 0.1320, 0.2102], [-1.5272, -1.2871, 1.0685], [-0.1441, -0.1774, 0.1474], [0.5611, -0.5596, 0.2606], [-0.0824, -0.0567, -0.0463], [0.0234, 0.0703, 0.1825], [-0.4685, -0.2933, -0.2426], [0.6344, 0.1758, -0.0918], [-0.2643, 0.2081, -0.3455], [0.3996, 0.0073, 0.4545]],
  "mol_weight_g_mol": 100.12,
  "max_force_ha_per_bohr": 0.0963,
  "e_homo_ev": -8.1132,
  "charge": 0,
  "e_above_lowest_kj_mol": 793.9
}

---

Please write out number 2 again, unchanged.
{
  "formula": "C4H8N2",
  "method": "ωB97M-V/def2-TZVPD",
  "symbols": ["N", "N", "C", "C", "C", "C", "H", "H", "H", "H", "H", "H", "H", "H"],
  "xyz": [[0.87752, 0.40527, -0.16415], [-0.50907, 0.48530, 0.10875], [-0.72377, 1.61180, 1.00214], [-1.02229, -0.75245, 0.67690], [1.28924, -0.35901, -1.03511], [1.83499, -1.09885, -1.96778], [2.19433, -2.10046, -1.76321], [1.92885, -0.70819, -2.97560], [-1.80056, 1.78855, 1.08079], [-2.10620, -0.65843, 0.78885], [-0.81483, -1.58577, 0.00183], [-0.31039, 1.44340, 2.00976], [-0.58252, -0.96955, 1.66571], [-0.25530, 2.49838, 0.57111]],
  "forces_ev_per_a": [[0.3453, -0.3634, -0.4739], [-0.1292, 0.0727, 0.0258], [-0.0570, 0.1582, 0.0616], [-0.0492, -0.1710, -0.0007], [-0.0798, 0.1798, 0.2400], [-0.0620, 0.0575, 0.0827], [-0.0329, 0.1335, 0.0609], [-0.0596, -0.0383, 0.1282], [0.1499, -0.0407, 0.0137], [0.1558, -0.0089, -0.0220], [-0.0562, 0.1133, 0.0713], [-0.0233, -0.0075, -0.1211], [-0.0223, 0.0288, -0.1432], [-0.0793, -0.1140, 0.0768]],
  "mol_weight_g_mol": 84.12,
  "max_force_ha_per_bohr": 0.0134,
  "e_homo_ev": -8.4868,
  "charge": 0,
  "smiles": "C=C=NN(C)C",
  "e_above_lowest_kj_mol": 253.4
}